## i
DFT (the ωB97M-V functional and the def2-TZVPD basis) results for a single C4H6ClN3 molecule.

Properties
**Orbital gap**: 8.7 eV
**LUMO level**: -0.0341 Eh

The geometry in ORCA input format:
```
! RIJCOSX wB97M-V def2-TZVPD def2/J DEFGRID3
* xyz 0 1
C 1.569 -1.229 -0.755
C 0.588 -0.373 -0.382
C -0.649 -1.039 -1.038
C 0.581 0.876 0.327
N 1.079 -2.336 -1.427
N -0.156 -2.229 -1.611
N -1.806 -1.053 -0.360
Cl -0.810 0.309 -2.558
H 2.561 -1.210 -0.597
H 1.169 1.577 -0.133
H 1.091 1.012 1.260
H -0.294 1.335 0.539
H -1.966 -0.307 0.300
H -2.574 -1.283 -0.947
*
```

## ii
DFT (the ωB97M-V functional and the def2-TZVPD basis) results for a single C4H6ClN3 molecule.

Properties
**Orbital gap**: 9.3 eV
**LUMO level**: 0.0326 Eh

The geometry in ORCA input format:
```
! RIJCOSX wB97M-V def2-TZVPD def2/J DEFGRID3
* xyz 0 1
C -0.417 -0.343 0.591
C 0.690 0.408 0.324
C -1.327 -0.131 -0.573
C 2.001 0.363 1.018
N -0.693 0.635 -1.404
N 0.542 0.906 -0.937
N -2.491 -0.768 -0.802
Cl -0.785 -1.420 1.929
H 2.512 -0.581 0.576
H 2.589 1.174 0.655
H 1.926 0.333 2.091
H 0.970 1.738 -1.195
H -2.661 -1.620 -0.492
H -2.857 -0.694 -1.782
*
```

Which structure above is the least stable? It is i.